Molecular formula: C17H37O21PS5
Method: DFT, ωB97M-V/def2-TZVPD

XYZ file:
```
81
Properties=species:S:1:pos:R:3:lowdin_charge:R:1
C 3.32940 -2.95173 -0.99713 -0.060
C 3.74137 -1.69650 -1.74999 -0.266
O 3.26606 -0.53092 -1.09207 -0.153
C 2.27465 0.20058 -1.79962 -0.216
C 0.87570 -0.41989 -1.75428 -0.165
C 0.46681 -1.25441 -2.98916 -0.205
C -0.30610 -2.52006 -2.62496 -0.285
C -1.44437 -2.27950 -1.65223 -0.507
P -2.98404 -1.64588 -2.48279 0.836
H 3.86515 -2.95235 -0.05167 0.074
H 3.60192 -3.84506 -1.54899 0.077
H 2.26862 -2.92074 -0.77938 0.049
H 4.83105 -1.65543 -1.72680 0.113
H 3.44687 -1.73696 -2.79622 0.106
H 2.59722 0.43312 -2.81710 0.121
H 2.22349 1.15438 -1.27786 0.113
H 0.15627 0.38797 -1.65420 0.113
H 0.82976 -1.04263 -0.86507 0.084
H 1.32141 -1.51665 -3.60434 0.095
H -0.19468 -0.64279 -3.60108 0.092
H -0.64831 -3.05323 -3.50828 0.101
H 0.39592 -3.20201 -2.14326 0.094
H -1.20963 -1.58045 -0.86333 0.027
H -1.69927 -3.20912 -1.15459 0.065
H -3.63720 -1.02021 -1.40018 -0.110
H -3.80206 -2.77455 -2.70556 -0.110
C -3.53841 2.39775 -6.30746 -0.165
C -2.46462 1.42222 -6.74264 -0.169
O -2.86872 0.17496 -6.17157 -0.200
S -4.47065 0.09036 -6.13121 0.586
O -4.92518 -0.63779 -7.26039 -0.219
O -4.86519 -0.24301 -4.81499 -0.256
O -4.75626 1.65019 -6.39200 -0.189
H -3.39631 2.71412 -5.27189 0.133
H -3.59578 3.27077 -6.95213 0.133
H -1.47766 1.69346 -6.37837 0.133
H -2.43814 1.31488 -7.82957 0.132
C 0.99967 -0.88696 3.45308 -0.137
C 1.47614 -1.04191 2.02724 -0.142
O 0.86672 -2.27068 1.58644 -0.205
S -0.55880 -2.44879 2.29476 0.591
O -1.57713 -2.01312 1.40579 -0.231
O -0.59791 -3.74194 2.88237 -0.229
O -0.37483 -1.34485 3.42790 -0.181
H 1.55861 -1.53287 4.12743 0.094
H 1.03967 0.14504 3.79025 0.098
H 2.55658 -1.11452 1.94689 0.139
H 1.11647 -0.23064 1.38939 0.128
C 2.29706 -5.28628 5.52153 -0.150
C 3.52309 -5.54613 4.67152 -0.158
O 4.07394 -4.24156 4.44136 -0.186
S 3.80668 -3.31184 5.71821 0.611
O 4.95976 -3.29299 6.54015 -0.207
O 3.19239 -2.11594 5.26189 -0.226
O 2.69782 -4.23312 6.41289 -0.182
H 1.45828 -4.93148 4.91872 0.129
H 1.99255 -6.15768 6.09403 0.136
H 3.28377 -6.01980 3.72407 0.137
H 4.26380 -6.14491 5.20559 0.134
C -2.14084 3.81250 3.77438 -0.149
C -2.13008 2.46666 3.07639 -0.157
O -0.77837 2.32683 2.60866 -0.190
S 0.22229 3.04878 3.62177 0.600
O 0.78004 2.06967 4.48919 -0.228
O 1.05144 3.92885 2.87952 -0.219
O -0.86236 3.88667 4.43949 -0.179
H -2.20189 4.63215 3.06587 0.108
H -2.94446 3.89646 4.50091 0.138
H -2.81769 2.40733 2.24413 0.120
H -2.33872 1.66352 3.78726 0.138
C -1.10477 6.78196 -0.46030 -0.153
C -0.03582 5.73069 -0.67451 -0.153
O -0.60999 4.53347 -0.13547 -0.187
S -2.19093 4.54233 -0.36482 0.613
O -2.50877 3.78207 -1.51592 -0.205
O -2.80857 4.28797 0.89082 -0.226
O -2.34045 6.09663 -0.71949 -0.182
H -1.11538 7.13575 0.57231 0.135
H -1.00316 7.62749 -1.13452 0.136
H 0.89163 5.96097 -0.15849 0.140
H 0.16342 5.57134 -1.73632 0.135
```

* structure (SMILES): O=S1(=O)OCCO1.O=S1(=O)OCCO1.O=S1(=O)OCCO1.O=S1(=O)OCCO1.O=S1(=O)OCCO1.CCOCCCCCP
* largest force on an atom: 0.0280 hartree/bohr
* highest occupied orbital energy: -8.02 eV
* energy above the lowest of the compared OMol25 structures with the same formula, charge and spin: 58.5 kJ/mol
* orbital gap: 8.17 eV

Molecular formula: C4H10N2O
Method: DFT, ωB97M-V/def2-TZVPD

XYZ file:
```
17
Properties=species:S:1:pos:R:3:mulliken_spin:R:1
C -0.93883 -1.97945 -0.47862 -0.005
N -1.67138 1.05035 -0.50700 -0.001
C -2.54779 -0.10098 -0.41863 0.003
N -2.20143 -1.27242 -0.70313 -0.005
H -0.50422 -2.04166 -1.48249 0.003
H -1.11433 -2.94299 -0.02041 0.002
H -0.22802 -1.37292 0.09704 0.013
H -0.72922 0.66442 -0.49123 -0.003
H -1.86656 1.43150 -1.42663 0.002
H -3.58480 0.11750 -0.16615 -0.001
O 2.51694 -0.12568 -0.22850 0.234
C 2.72734 0.53842 0.84261 0.687
C 1.79780 1.60920 1.36299 -0.059
H 3.66816 0.36607 1.42417 0.003
H 0.77093 1.25121 1.49546 0.057
H 1.81647 2.43710 0.62401 0.056
H 2.15401 2.01042 2.31792 0.014
```

* spin multiplicity: 2
* largest force on an atom: 0.0653 hartree/bohr
* highest occupied orbital energy (alpha / beta): 0.62 / -2.97 eV
* <S²>: 0.754
* energy above the lowest of the compared OMol25 structures with the same formula, charge and spin: 166.7 kJ/mol
* orbital gap (alpha / beta): 3.07 / 6.64 eV
* net charge: -1

Molecular formula: C4H12N2
Method: DFT, ωB97M-V/def2-TZVPD

XYZ file:
```
18
Properties=species:S:1:pos:R:3:mulliken_spin:R:1
C -3.15898 -0.91998 2.48594 0.000
C -2.02235 -1.43724 1.62527 0.000
N -1.70511 -0.62547 0.42669 0.000
H -3.42657 -1.64166 3.24786 0.000
H -2.89246 0.02251 2.96038 0.000
H -4.07059 -0.64881 1.95086 0.000
H -1.15687 -1.43443 2.26605 0.000
H -2.17445 -2.45185 1.26336 0.000
H -2.57786 -0.53103 -0.08580 0.000
H -1.50309 0.28188 0.74574 0.000
C 2.74598 0.71271 -1.08249 0.504
C 3.32721 1.57218 -1.99467 0.128
N 3.24814 1.40618 -3.27902 0.327
H 2.08282 -0.13809 -1.21473 0.029
H 2.67333 0.98928 -0.03474 0.028
H 4.00512 2.35018 -1.66318 0.008
H 2.71246 0.65360 -3.69487 -0.010
H 3.89328 1.84004 -3.92265 -0.013
```

* spin multiplicity: 2
* largest force on an atom: 0.0469 hartree/bohr
* highest occupied orbital energy (alpha / beta): -11.87 / -11.87 eV
* <S²>: 0.763
* energy above the lowest of the compared OMol25 structures with the same formula, charge and spin: 58.0 kJ/mol
* orbital gap (alpha / beta): 7.80 / 4.15 eV
* net charge: +1

Molecular formula: C4H7N
Method: DFT, ωB97M-V/def2-TZVPD

XYZ file:
```
12
Properties=species:S:1:pos:R:3:lowdin_charge:R:1
C 0.49405 0.97349 1.21221 -0.143
C -0.48082 -0.23286 -1.30992 -0.140
C 0.33821 -1.32994 -0.68767 -0.182
C -0.26473 -0.36090 0.22009 -0.198
N -0.33968 1.62072 1.83878 0.057
H 1.55680 1.01290 0.95322 0.092
H 0.06296 0.39440 -1.92533 0.058
H -1.55233 -0.32414 -1.56707 0.101
H -0.01517 -2.35503 -0.62735 0.095
H 1.38010 -1.14803 -1.06973 0.118
H -1.20275 -0.64797 0.53703 0.076
H 0.02336 2.39735 2.42574 0.065
```

* structure (SMILES): [H]/N=C/C1CC1
* largest force on an atom: 0.1215 hartree/bohr
* highest occupied orbital energy: -9.17 eV
* energy above the lowest of the compared OMol25 structures with the same formula, charge and spin: 283.6 kJ/mol
* orbital gap: 10.33 eV

Molecular formula: C22H50IN6O9P
Method: DFT, ωB97M-V/def2-TZVPD

XYZ file:
```
89
Properties=species:S:1:pos:R:3:lowdin_charge:R:1
C -4.45700 -0.80778 -0.49358 -0.078
O -3.07132 -1.12694 -0.50252 -0.183
C -2.52965 -1.18216 -1.79734 -0.190
C -1.16322 -0.46799 -1.86632 -0.273
C -1.10858 0.31890 -3.20773 -0.173
P -1.74943 1.99241 -3.09741 0.394
O -1.53014 2.70139 -4.36951 -0.283
O -3.28524 1.95894 -2.69840 -0.100
O -1.02214 2.70399 -1.88191 -0.102
N -0.09629 -1.47865 -1.73142 -0.149
C 0.32506 -2.07187 -2.97070 -0.270
C 0.99042 -3.44856 -2.81664 -0.701
C 0.87041 -4.23210 -4.12621 -0.189
I -0.04231 -4.60625 -1.30626 0.875
N 1.04314 -1.09792 -0.97951 -0.081
C 1.55065 0.24102 -1.27245 -0.021
C 0.96877 -1.39090 0.40910 -0.441
C -0.34819 -1.44832 1.13243 0.011
O 2.02040 -1.58511 1.01951 0.050
H -4.80209 -0.93494 0.52252 0.090
H -4.58356 0.21901 -0.82750 0.080
H -4.99893 -1.47993 -1.15746 0.088
H -2.40904 -2.21000 -2.14089 0.116
H -3.21342 -0.70474 -2.50113 0.103
H -1.16690 0.22464 -1.03641 0.122
H -0.08703 0.48376 -3.53702 0.056
H -1.63941 -0.21408 -3.98769 0.105
H -3.79846 1.79895 -3.49262 0.091
H -0.19529 3.02541 -2.26158 0.093
H -0.52733 -2.23487 -3.62103 0.120
H 1.03611 -1.42764 -3.49645 0.107
H 2.03304 -3.36099 -2.55017 0.074
H -0.02901 -4.83225 -4.15392 0.038
H 0.82666 -3.55605 -4.97864 0.067
H 1.71891 -4.89759 -4.23633 0.072
H 1.55877 0.43805 -2.33604 0.041
H 0.98110 1.02069 -0.75698 0.078
H 2.56627 0.31703 -0.89918 0.095
H -0.12998 -1.24257 2.17198 0.082
H -0.75622 -2.44952 1.06272 0.062
H -1.07353 -0.71547 0.81270 0.056
C -0.81459 1.76647 3.59013 -0.368
O -1.70931 1.10718 3.08873 -0.007
N -0.19875 2.79294 2.99006 -0.185
C 0.84965 3.54784 3.64541 -0.060
C -0.61078 3.16152 1.64742 -0.032
H -0.43209 1.56425 4.60459 0.137
H 0.54430 4.59097 3.73860 0.083
H 1.77706 3.49166 3.07053 0.087
H 1.02693 3.14618 4.63993 0.084
H -1.66817 3.42652 1.64043 0.095
H -0.46721 2.32232 0.96466 0.069
H -0.02295 4.01004 1.30789 0.089
C 3.19241 -4.48012 5.21084 -0.366
O 3.80228 -4.71099 6.23821 0.002
N 3.75572 -4.35228 3.99883 -0.198
C 2.97637 -4.07398 2.80314 -0.054
C 5.19550 -4.49786 3.88691 -0.046
H 2.09657 -4.35231 5.19294 0.131
H 3.10493 -4.88402 2.08139 0.090
H 3.30140 -3.13921 2.35134 0.070
H 1.92164 -3.98997 3.05304 0.082
H 5.50126 -5.48634 4.23181 0.090
H 5.69749 -3.75403 4.50651 0.091
H 5.49247 -4.36655 2.84984 0.084
C -2.88172 4.87068 5.80201 -0.353
O -2.01295 4.84455 4.95111 0.006
N -3.96527 4.07795 5.80492 -0.194
C -4.97064 4.15100 6.84558 -0.060
C -4.12915 3.11591 4.72275 -0.026
H -2.84721 5.56481 6.65905 0.132
H -5.05201 3.19078 7.35853 0.089
H -5.94135 4.40374 6.41449 0.089
H -4.70010 4.91449 7.57162 0.081
H -3.28814 2.42447 4.69593 0.073
H -4.16833 3.63446 3.76473 0.095
H -5.04979 2.55832 4.87115 0.088
C 2.57230 1.57008 -5.18927 -0.313
O 1.96343 1.25169 -4.18027 -0.014
N 2.96459 0.71064 -6.13676 -0.187
C 3.68846 1.14103 -7.31843 -0.049
C 2.65034 -0.69947 -5.97045 -0.036
H 2.85145 2.61357 -5.40010 0.141
H 3.12253 0.88956 -8.21671 0.092
H 4.66098 0.64818 -7.36257 0.091
H 3.84085 2.21709 -7.28946 0.085
H 1.56997 -0.83555 -5.90376 0.089
H 3.09976 -1.07735 -5.05101 0.094
H 3.03391 -1.25982 -6.81826 0.089
```

* structure (SMILES): COC[C@H](CP(=O)(O)O)N(C[C@H](C)I)N(C)C(C)=O.CN(C)C=O.CN(C)C=O.CN(C)C=O.CN(C)C=O
* largest force on an atom: 0.0410 hartree/bohr
* highest occupied orbital energy: -8.63 eV
* energy above the lowest of the compared OMol25 structures with the same formula, charge and spin: 0.0 kJ/mol
* orbital gap: 8.99 eV

Molecular formula: C3H8N2O
Method: DFT, ωB97M-V/def2-TZVPD

XYZ file:
```
14
Properties=species:S:1:pos:R:3:lowdin_charge:R:1
O -1.89109 0.94725 1.91072 0.016
C -0.72964 0.85868 1.55968 -0.230
C -0.54548 0.95412 0.04040 -0.234
N 0.75343 0.64632 -0.49855 -0.065
C 1.03102 -0.76740 -0.95908 -0.268
N 0.24300 -1.74648 -0.22344 0.000
H 0.06659 0.86536 2.30565 0.118
H -1.05809 1.85716 -0.24978 0.120
H -1.37760 0.30831 -0.32282 0.116
H 0.99044 1.29910 -1.23493 0.096
H 0.85594 -0.96983 -2.02131 0.108
H 2.06985 -0.95271 -0.71479 0.099
H -0.75425 -1.68550 -0.37085 0.058
H 0.34589 -1.61440 0.77910 0.066
```

* structure (SMILES): NCNCC=O
* largest force on an atom: 0.0499 hartree/bohr
* highest occupied orbital energy: -9.21 eV
* energy above the lowest of the compared OMol25 structures with the same formula, charge and spin: 217.0 kJ/mol
* orbital gap: 10.13 eV

Molecular formula: C3H6N2O
Method: DFT, ωB97M-V/def2-TZVPD

XYZ file:
```
12
Properties=species:S:1:pos:R:3:lowdin_charge:R:1
C -2.22750 -0.10030 -0.56863 -0.120
N -0.88898 -0.60612 -0.45014 -0.067
C 0.12521 0.11950 -0.32535 -0.237
N 1.23552 -0.41084 0.33871 0.066
C 2.31338 0.31017 0.76009 -0.359
O 3.24673 -0.15464 1.37451 0.028
H -2.13730 -0.37168 0.52885 0.112
H -2.37349 0.89906 -1.06126 0.091
H -2.94758 -0.81328 -0.97880 0.065
H 0.23819 1.13374 -0.72194 0.135
H 1.18057 -1.38296 0.62383 0.154
H 2.23527 1.37736 0.48014 0.131
```

* structure (SMILES): C/N=C/NC=O
* largest force on an atom: 0.0655 hartree/bohr
* highest occupied orbital energy: -9.16 eV
* energy above the lowest of the compared OMol25 structures with the same formula, charge and spin: 227.4 kJ/mol
* orbital gap: 10.11 eV